1.
Density functional theory data (ωB97M-V/def2-TZVPD) for a 16-piece molecular cluster, C28H88O16 overall in a non-equilibrium geometry.

Structure (XYZ):
```
132
C28H88O16 | OMol25 | ωB97M-V/def2-TZVPD
C 17.4114 10.5222 -22.8827
C 18.1613 10.1869 -21.5722
C 18.1834 8.6935 -21.2202
O 19.4438 10.7064 -21.7232
H 17.7007 9.8191 -23.6638
H 17.6572 11.5153 -23.2589
H 16.3273 10.5320 -22.7700
H 17.6770 10.7568 -20.7792
H 17.1458 8.3760 -21.1171
H 18.6401 8.5036 -20.2489
H 18.6954 8.0794 -21.9610
H 19.9119 10.1601 -22.3589
C 17.3026 -8.0450 -20.0988
C 17.3459 -6.7069 -20.9112
C 18.8210 -6.2464 -21.1228
O 16.6637 -6.7409 -22.1589
H 16.2657 -8.3810 -20.0930
H 17.6909 -7.8958 -19.0913
H 17.8703 -8.8568 -20.5534
H 16.8107 -5.9112 -20.3931
H 19.4549 -6.3446 -20.2415
H 18.8114 -5.1655 -21.2629
H 19.3168 -6.7379 -21.9598
H 16.9905 -7.5160 -22.6216
C 12.9089 -3.6694 -13.4309
C 12.3785 -4.1300 -14.8439
C 12.2976 -3.0803 -15.9825
O 13.0660 -5.2448 -15.3378
H 13.5794 -2.8110 -13.4751
H 13.4071 -4.4969 -12.9259
H 12.0900 -3.2694 -12.8330
H 11.3540 -4.4407 -14.6391
H 11.7593 -2.1566 -15.7702
H 11.6859 -3.4676 -16.7974
H 13.3058 -2.8484 -16.3258
H 12.4756 -5.7938 -15.8592
C 19.4960 2.3902 -16.8669
C 18.3947 1.4524 -17.3345
C 18.9529 0.4217 -18.3088
O 17.8212 0.7915 -16.2410
H 19.8718 2.9556 -17.7196
H 20.3286 1.7561 -16.5622
H 19.2139 3.0189 -16.0224
H 17.5792 2.0628 -17.7226
H 19.8628 -0.0310 -17.9149
H 19.2435 0.9852 -19.1954
H 18.2585 -0.3668 -18.5991
H 18.3350 0.0294 -15.9638
C 24.6005 -2.5346 -20.9798
C 25.0689 -3.6464 -21.9352
C 25.8205 -3.1322 -23.1326
O 25.8517 -4.4978 -21.1981
H 23.7432 -1.9767 -21.3566
H 25.4045 -1.8297 -20.7682
H 24.2595 -2.9796 -20.0451
H 24.2241 -4.2317 -22.2984
H 26.7854 -2.6480 -22.9822
H 25.1397 -2.3966 -23.5610
H 25.9641 -3.9559 -23.8318
H 26.6147 -3.9652 -20.9618
C 23.9743 3.2862 -9.7951
C 23.6287 4.5624 -10.4891
C 24.5919 5.7173 -10.1917
O 23.6577 4.3188 -11.8498
H 24.0208 3.3756 -8.7098
H 25.0184 3.0890 -10.0384
H 23.4301 2.3914 -10.0969
H 22.6334 4.9672 -10.3059
H 25.6377 5.6195 -10.4830
H 24.6712 5.8738 -9.1159
H 24.1969 6.6601 -10.5702
H 23.2786 5.1158 -12.2275
C 22.0818 2.4095 -24.2919
O 21.8704 3.6870 -24.8157
H 21.1614 1.8449 -24.1436
H 22.7834 1.9208 -24.9679
H 22.5758 2.4964 -23.3242
H 21.4927 3.5337 -25.6849
C 11.9814 3.3445 -19.8592
O 11.7380 4.0140 -21.0733
H 11.0750 2.8041 -19.5865
H 12.8792 2.7368 -19.9728
H 12.2232 4.1547 -19.1713
H 11.0434 4.6683 -20.9683
C 12.6533 3.1019 -12.9252
O 13.1848 2.8559 -14.2303
H 12.0316 3.9969 -12.9029
H 12.0304 2.2377 -12.6947
H 13.3765 3.3352 -12.1437
H 13.9403 2.2636 -14.2352
C 15.6986 8.1473 -15.3732
O 15.5105 9.0910 -14.3542
H 15.1017 7.2423 -15.2602
H 15.3455 8.5791 -16.3097
H 16.7524 7.8689 -15.3662
H 15.9830 9.8971 -14.5746
C 21.8184 9.6073 -14.4729
O 21.4422 8.4122 -13.8103
H 20.9338 10.2410 -14.4088
H 22.7806 9.9253 -14.0715
H 21.9379 9.3883 -15.5339
H 21.0069 8.6876 -13.0002
C 14.3569 -1.5057 -22.7937
O 13.7532 -2.6224 -23.4283
H 14.5141 -1.6763 -21.7286
H 15.3079 -1.2197 -23.2431
H 13.7374 -0.6111 -22.8551
H 14.3324 -3.3670 -23.2502
C 25.3847 -0.5104 -15.0336
O 25.1646 0.8045 -15.5123
H 25.6726 -1.2314 -15.7987
H 26.1713 -0.5829 -14.2825
H 24.4936 -0.9070 -14.5469
H 25.0152 1.3367 -14.7274
C 17.7516 1.8908 -9.9980
O 17.0180 0.6792 -10.4238
H 17.0407 2.3993 -9.3468
H 18.6436 1.6419 -9.4232
H 18.0515 2.5342 -10.8252
H 17.4470 0.4041 -11.2374
C 18.8576 -5.0672 -14.9254
O 19.0035 -3.7292 -14.3643
H 19.6928 -5.2505 -15.6015
H 18.8322 -5.8012 -14.1200
H 17.9623 -5.1566 -15.5406
H 19.5716 -3.7724 -13.5916
C 16.0673 3.9942 -24.5841
O 14.7029 3.7846 -24.8857
H 16.5409 3.8389 -23.6147
H 16.6514 3.3768 -25.2665
H 16.2143 5.0515 -24.8047
H 14.2050 3.7825 -24.0650
```

Output
LUMO ... 0.06 eV
Largest force on an atom ... 0.0411 Eh/bohr
Gap between HOMO and LUMO ... 0.372 hartree
Spin multiplicity ... 1
Relative energy (zero: lowest compared OMol25 entry of this formula, charge and spin) ... 433.2 kJ/mol


2.
Density functional theory data (ωB97M-V/def2-TZVPD) for a 22-piece molecular cluster, C2H46O23 overall in a non-equilibrium geometry.

Structure (XYZ):
```
71
C2H46O23 | OMol25 | ωB97M-V/def2-TZVPD
O -8.3300 19.9712 -6.5309
C -7.7758 20.4808 -7.7599
C -7.3369 19.4017 -8.6733
O -6.4618 19.9342 -9.6545
H -6.9014 21.0969 -7.4492
H -8.6025 21.0702 -8.1814
H -8.0962 18.8902 -9.2681
H -6.8666 18.5642 -8.2191
O -8.9457 16.2550 -9.7406
H -9.2177 16.5502 -10.6427
H -9.0438 15.3063 -9.8109
O -4.5404 19.7060 -7.8516
H -5.3551 19.7723 -8.3053
H -4.0015 20.4636 -8.1984
O -6.0647 19.8171 -5.4218
H -6.9021 19.8366 -5.8040
H -5.4678 20.0017 -6.1444
O -10.8526 19.8886 -7.3158
H -9.9203 20.0190 -7.1893
H -10.6998 19.2637 -8.0211
O -3.7046 19.8227 -10.9341
H -4.4233 19.7618 -10.3161
H -3.0805 19.4095 -10.3885
O -5.5232 22.4767 -9.1229
H -5.8773 21.5779 -9.2928
H -5.5974 22.6555 -8.1848
O -5.3938 17.5964 -10.5264
H -5.2266 17.8263 -11.4273
H -5.7820 18.3425 -10.0425
O -6.2799 21.8102 -3.8757
H -6.0919 21.5135 -2.9823
H -6.2512 21.1089 -4.5484
O -10.7204 18.1224 -9.5244
H -11.4566 17.4920 -9.4009
H -10.0259 17.5171 -9.3573
O -5.1407 21.6761 -12.2092
H -5.8797 21.1857 -12.0696
H -4.4968 21.0945 -11.8289
O -9.4598 22.1451 -5.5938
H -9.0356 21.4200 -6.0621
H -10.2532 21.7877 -5.1692
O -8.5972 17.2335 -6.6224
H -8.4557 18.2042 -6.4581
H -8.4326 16.8713 -5.7646
O -6.4080 15.9784 -8.5191
H -7.2361 16.3625 -8.8086
H -5.8532 16.3769 -9.1896
O -4.8396 22.6245 -6.0407
H -4.8319 23.5634 -6.2925
H -5.3390 22.5261 -5.1983
O -7.7020 23.5393 -7.3468
H -7.4742 22.5908 -7.4435
H -8.1739 23.4527 -6.4994
O -11.1502 23.2705 -7.3147
H -10.9701 23.0178 -8.2399
H -10.4210 22.8738 -6.8081
O -8.1474 21.6638 -10.6850
H -7.7465 21.0688 -10.0163
H -7.7448 22.5101 -10.6108
O -7.6434 18.8929 -11.9512
H -8.4304 18.4136 -11.8489
H -7.2832 19.2185 -11.0863
O -8.8624 19.4999 -4.0358
H -8.7171 19.6857 -4.9714
H -9.6971 19.0769 -4.1714
O -10.4120 19.8788 -11.7289
H -10.4384 19.4002 -10.9066
H -9.6551 20.4155 -11.5716
O -5.3641 17.0839 -6.3391
H -5.9854 16.9410 -7.0835
H -5.6741 17.9471 -6.0520
```

Output
LUMO ... 3.93 eV
Net charge ... -2
Largest force on an atom ... 0.0885 Eh/bohr
Gap between HOMO and LUMO ... 0.290 hartree
Spin multiplicity ... 1
Relative energy (zero: lowest compared OMol25 entry of this formula, charge and spin) ... 139.7 kJ/mol


3.
Density functional theory data (ωB97M-V/def2-TZVPD) for a 5-piece molecular cluster, C25H48BCl16FN4O7P overall in a non-equilibrium geometry.

Structure (XYZ):
```
103
C25H48BCl16FN4O7P | OMol25 | ωB97M-V/def2-TZVPD
C -4.2413 -7.1537 3.5512
O -3.8094 -6.0846 2.7170
C -3.1083 -6.5844 1.6126
C -2.6809 -5.4588 0.7059
C -1.8442 -5.9882 -0.4860
C -0.4148 -5.4389 -0.4514
C -0.3225 -4.1813 -1.3194
C 1.0915 -3.8640 -1.7859
C 2.0703 -3.3833 -0.6894
C 2.2344 -1.8744 -0.5339
C 1.1021 -1.0804 0.1802
C 0.5785 -1.9397 1.3451
C 0.0268 -1.2349 2.5699
C -1.4365 -0.8045 2.4942
F 0.0751 -2.1990 3.5912
C -0.0021 -0.7846 -0.8612
N 0.0229 0.6171 -1.4292
B 1.1099 0.8378 -2.4890
O 2.3576 0.9420 -2.1189
N 0.7729 0.8675 -3.9071
C 0.1223 2.1289 -4.3032
C -0.0096 -0.3077 -4.3185
C -0.0219 1.6536 -0.3150
O -1.2933 1.4708 0.2877
C -0.0420 3.0812 -0.8857
C -0.7426 4.1183 0.0456
O -0.0420 5.3407 -0.0981
C -2.2142 4.3431 -0.3259
N -3.0019 4.3616 0.9217
C 1.0075 1.3615 0.7900
P 2.2790 2.6898 1.0007
O 3.0117 2.9461 -0.2222
O 1.6722 3.9306 1.7530
O 3.3176 2.0494 2.0568
N 1.7646 0.1120 0.7266
H -4.7782 -6.7032 4.3722
H -3.3750 -7.7098 3.9048
H -4.9311 -7.8004 3.0118
H -3.7365 -7.2674 1.0327
H -2.2168 -7.1506 1.9132
H -3.5790 -4.9838 0.3245
H -2.1107 -4.6996 1.2325
H -2.3646 -5.6695 -1.3826
H -1.8474 -7.0731 -0.4989
H 0.2396 -6.1770 -0.9024
H -0.1116 -5.2399 0.5717
H -0.8353 -3.3420 -0.8574
H -0.8998 -4.4088 -2.2118
H 1.4995 -4.7865 -2.1865
H 1.1038 -3.1581 -2.6171
H 3.0439 -3.7543 -0.9935
H 1.8463 -3.9199 0.2259
H 3.1141 -1.7126 0.0860
H 2.4782 -1.4616 -1.5097
H 1.4084 -2.5323 1.7073
H -0.1707 -2.6638 1.0422
H 0.6734 -0.4448 2.9233
H -2.0062 -1.2555 3.2905
H -1.4804 0.2648 2.6775
H -1.8925 -0.9721 1.5269
H -0.9645 -0.9832 -0.4129
H 0.0466 -1.4477 -1.7121
H -0.8697 0.7236 -1.9145
H 2.9047 1.1929 -2.8834
H 0.6115 2.9495 -3.7792
H 0.2378 2.3018 -5.3642
H -0.9282 2.1591 -4.0054
H 0.6032 -1.1969 -4.1919
H -0.1924 -0.2321 -5.3832
H -0.9358 -0.4689 -3.7544
H -1.9944 1.7114 -0.3403
H -0.6814 3.0248 -1.7733
H 0.9247 3.4377 -1.2303
H -0.6671 3.8003 1.0747
H -0.3224 5.7692 -0.9187
H -2.3809 5.3002 -0.8094
H -2.6011 3.5618 -0.9891
H -3.9884 4.4791 0.7300
H -2.8384 3.4873 1.4062
H 0.4604 1.3783 1.7334
H 2.1712 4.1457 2.5585
H 2.7954 1.5035 2.6757
H 2.6262 0.3080 0.2258
C -4.6311 1.6292 -4.0262
Cl -5.9086 2.4609 -3.1478
Cl -5.1396 -0.0061 -4.4298
Cl -4.2288 2.5161 -5.4921
Cl -3.1755 1.5463 -2.9898
C 4.0128 6.3326 -1.3663
Cl 3.3867 7.9733 -1.1868
Cl 4.0788 5.5577 0.2152
Cl 2.9430 5.4206 -2.4522
Cl 5.6351 6.3843 -2.0577
C 2.4039 9.0691 2.8582
Cl 1.1724 9.9213 3.7924
Cl 1.7502 7.5199 2.3000
Cl 2.8559 10.0384 1.4531
Cl 3.8251 8.7881 3.8671
C 3.7087 -2.3895 5.0520
Cl 4.2676 -1.4350 6.4260
Cl 3.1314 -1.2957 3.7761
Cl 5.0408 -3.3580 4.4183
Cl 2.3932 -3.4464 5.5564
```

Output
LUMO ... -2.89 eV
Net charge ... +1
Largest force on an atom ... 0.0383 Eh/bohr
Gap between HOMO and LUMO ... 0.315 hartree
Spin multiplicity ... 1


no.,calculated total energy (Ha)
1,-2323.1030
2,-1834.3643
3,-9556.0757